No. 1
A structure of composition C49H46BBrF4N4O5P2Sr, computed with ωB97M-V/def2-TZVPD.

Last column: Mulliken charge in e.
Atoms and positions in Å:
Sr -0.28906 -1.16101 0.04827  1.4952
N -1.24568 0.85025 -1.97183  0.8564
C -2.68918 0.77283 -2.24762  -0.3194
C -3.31117 -0.57301 -1.86174  -0.2617
O -4.51659 -0.72155 -2.15921  -0.8631
N -2.47035 -1.38088 -1.25615  0.3282
C -2.94976 -2.68946 -0.85416  -1.2083
C -2.85098 -2.98962 0.65706  0.7268
O -3.63403 -3.82193 1.12540  -0.8611
O -1.92336 -2.39036 1.31041  -0.6192
H -0.88590 1.73969 -2.30668  -0.8981
H -0.80403 0.13279 -2.54503  0.2273
H -2.93212 0.95687 -3.30013  0.4814
H -3.21029 1.53930 -1.66832  0.0257
H -2.32923 -3.46316 -1.33523  0.1552
H -3.97846 -2.88028 -1.16356  0.3881
Br 4.30067 -1.69762 -1.43805  -0.1300
C 3.20757 -0.64509 -2.57213  0.0273
C 3.17946 -0.93486 -3.93117  -0.4318
C 2.40709 -0.12866 -4.73656  -0.6384
C 1.71822 0.93438 -4.16818  -0.2889
C 1.81575 1.12349 -2.80203  -0.5361
N 2.53728 0.33101 -2.00041  0.0062
H 3.72403 -1.78345 -4.31632  0.4107
H 2.33503 -0.33041 -5.79808  0.3588
H 1.09788 1.58877 -4.76459  0.3690
H 1.29582 1.93414 -2.30366  0.6439
C -0.34383 4.97734 0.77581  -1.4645
P 0.35696 3.25859 0.56261  1.0158
C -0.95270 2.27797 1.38244  0.5760
C -2.21753 2.26976 0.79392  0.0532
C -3.18564 1.35672 1.18340  -0.8566
C -2.89375 0.41535 2.16184  -0.0996
C -1.64948 0.43327 2.77693  -0.6069
C -0.68669 1.36453 2.40338  -0.5967
C 1.73329 3.21033 1.76571  0.0098
C 1.70263 3.81013 3.02657  -0.2099
C 2.76704 3.66688 3.90005  -0.7871
C 3.86542 2.89703 3.53491  -0.3949
C 3.89464 2.27278 2.30021  -0.3651
C 2.83684 2.43743 1.41516  -0.1785
P 0.30724 6.11460 -0.51463  -0.1617
C -0.35381 5.27901 -2.00909  0.2754
C -1.69659 4.92127 -2.14099  -0.1421
C -2.13735 4.22187 -3.25274  -0.5802
C -1.24065 3.88789 -4.26236  -0.3744
C 0.09248 4.24902 -4.14804  -0.5183
C 0.53502 4.93273 -3.02076  -0.5115
C -0.88216 7.51275 -0.40202  0.5961
C -1.62109 7.80285 0.74217  -0.2547
C -2.44998 8.91845 0.79328  -0.6398
C -2.55786 9.76272 -0.29995  -0.4120
C -1.82580 9.48555 -1.44824  -0.5791
C -0.99507 8.37772 -1.49416  -0.4459
H -0.12146 5.38652 1.76103  0.4817
H -1.43103 4.88936 0.69196  0.7309
H -2.43103 2.94395 -0.03190  0.1063
H -4.14100 1.32980 0.67390  0.3361
H -3.60161 -0.36646 2.40048  0.1946
H -1.40156 -0.31993 3.51398  0.2825
H 0.29215 1.32472 2.86634  0.0653
H 0.82651 4.36283 3.34334  0.3123
H 2.72760 4.12690 4.88034  0.3372
H 4.68241 2.75471 4.23159  0.3635
H 4.71280 1.61744 2.03276  0.3087
H 2.84560 1.91212 0.46601  0.3236
H -2.40107 5.18040 -1.35794  0.4135
H -3.17466 3.92157 -3.32924  0.3474
H -1.58408 3.33670 -5.12888  0.3491
H 0.79418 3.99026 -4.92996  0.5094
H 1.58322 5.18743 -2.91908  0.3891
H -1.56556 7.15175 1.60526  0.3236
H -3.01876 9.11701 1.69337  0.3657
H -3.20910 10.62696 -0.26212  0.3511
H -1.90363 10.13359 -2.31274  0.3648
H -0.43303 8.17135 -2.39845  0.3183
F 1.57167 -0.26204 1.54827  0.4013
B 2.40339 -0.87827 2.57108  -0.1432
F 3.72681 -0.84436 2.13018  -0.3601
F 1.95079 -2.18474 2.74121  -0.1940
F 2.24771 -0.12139 3.74104  -0.3819
C -1.59100 -7.32724 3.94459  -1.6121
C -0.21187 -6.84197 3.57848  0.9630
C 0.83401 -6.99831 4.48336  -0.8530
C 2.10371 -6.51895 4.20009  -0.7972
C 2.34442 -5.90285 2.98417  -0.4199
C 1.31722 -5.76174 2.05946  -1.0255
N 1.58006 -5.10975 0.83345  0.6689
C 1.51092 -5.71803 -0.38906  1.2383
C 1.54642 -7.12268 -0.47611  -0.9996
C 1.51031 -7.76803 -1.69645  -0.5375
C 1.43448 -7.04765 -2.88241  -0.7393
C 1.38068 -5.66472 -2.80809  -0.4495
C 1.41410 -4.97996 -1.59979  -0.1528
C 1.25632 -3.47384 -1.65235  0.8013
O 1.05470 -2.91966 -2.74153  -0.8798
O 1.32839 -2.85330 -0.53546  -0.6131
C 0.01800 -6.20207 2.35540  1.5789
C -1.09886 -5.93252 1.38541  -1.1043
H -1.57145 -7.85695 4.89823  0.3940
H -1.99444 -8.00165 3.18617  0.3193
H -2.29305 -6.49526 4.03261  0.3528
H 0.63900 -7.48354 5.43433  0.3045
H 2.90011 -6.61986 4.92759  0.3855
H 3.32053 -5.50787 2.73371  0.4562
H 1.64228 -4.09392 0.80111  -0.1149
H 1.61186 -7.70030 0.43808  0.3688
H 1.54215 -8.85235 -1.71674  0.3637
H 1.39886 -7.55338 -3.83934  0.3712
H 1.28759 -5.05408 -3.69750  0.4280
H -0.95988 -4.96389 0.90863  -0.2627
H -2.07143 -5.90258 1.86992  0.5361
H -1.13156 -6.68607 0.59248  0.3428

Cartesian forces (eV/Å) of the 3 atoms listed first:
-0.059 0.394 0.128
0.065 -0.127 -0.169
0.037 0.053 0.134

Computed properties:
net charge: -2
HOMO energy: -2.6 eV
multiplicity: 1
energy relative to the best compared isomer or geometry (same formula, charge and spin): 0.7856 eV

---

No. 2
The ion C11H20NSi with charge +1 at a distorted geometry, computed with ωB97M-V/def2-TZVPD.

Last column: Mulliken charge in e.
Atoms and positions in Å:
C 2.64741 1.42095 -0.26307  -0.3107
C 1.89209 1.40872 -1.35153  -0.7598
C 2.09186 1.01235 1.04899  -0.9549
C 0.56376 0.65437 -1.28695  -0.6374
C 0.78356 0.78234 1.15045  -0.0410
C -0.09690 0.79422 -0.02823  1.0145
C -2.10801 1.71220 2.22420  -0.8352
C -2.18598 -0.74493 1.71464  -0.8015
C 1.89264 -2.07638 -0.34424  -0.9734
C -0.30479 -1.86946 -2.76122  -0.9776
C -1.44032 0.93697 0.01326  -1.3371
N -2.25171 0.61392 1.17260  0.2898
Si 1.26043 -1.17831 -1.93987  0.4107
H 3.62894 1.97924 -0.36713  0.3556
H 2.02770 1.70854 -2.40874  0.4177
H 2.72559 1.04218 1.90079  0.5160
H -0.09363 0.87539 -2.08231  0.9056
H 0.28720 0.54912 2.12876  0.1640
H -1.97600 1.17013 3.13168  0.4301
H -1.25851 2.31577 2.07327  0.3434
H -2.93456 2.38056 2.37436  0.3339
H -1.39847 -0.91522 2.47342  0.3510
H -3.10523 -1.13118 2.10268  0.3981
H -1.86986 -1.47068 0.89545  0.2450
H 2.39964 -1.48009 0.28770  0.3494
H 0.90240 -2.44311 0.20907  0.1609
H 2.54752 -2.87531 -0.59658  0.4251
H -0.16344 -2.26714 -3.75381  0.3817
H -0.88893 -2.56289 -2.22027  0.3536
H -0.85686 -0.93347 -2.72664  0.2571
H -2.01048 1.10755 -0.87550  0.3637
H -3.15489 0.64240 0.89934  0.2960
H 2.44781 -1.15876 -2.79456  -0.1344

Cartesian forces (eV/Å) of the 3 atoms listed first:
1.861 1.773 0.307
-2.413 -1.460 -1.476
0.274 0.746 -1.774

Computed properties:
net charge: +1
HOMO energy: -11.4 eV
multiplicity: 1
energy relative to the best compared isomer or geometry (same formula, charge and spin): 1.6540 eV

---

No. 3
A cluster of 3 separate species, C8H23NO3 in total at a distorted geometry, computed with ωB97M-V/def2-TZVPD.

Last column: Mulliken charge in e.
Atoms and positions in Å:
C 4.65793 0.40307 -1.52757  -1.4643
C 3.50495 1.31313 -1.16996  0.5837
C 4.00914 2.52162 -0.27933  -0.6427
O 2.93419 3.07018 0.46265  -0.2742
C 3.17403 4.06917 1.49293  -0.7606
N 2.88737 1.91813 -2.32937  -0.7217
H 5.23702 0.00748 -0.69315  0.3747
H 5.41032 0.90975 -2.13197  0.3270
H 4.23754 -0.37213 -2.16823  0.3525
H 2.81515 0.70694 -0.58275  0.2145
H 4.49439 3.24433 -0.93533  0.2382
H 4.68904 2.23029 0.52126  0.3627
H 2.21983 4.25921 1.98432  0.2406
H 3.24170 4.99295 0.91835  0.3137
H 3.96570 3.81697 2.19845  0.2924
H 2.13683 2.55212 -2.09514  0.2984
H 3.59288 2.46810 -2.79829  0.2672
C -5.70556 -4.37675 0.01020  -0.9848
C -5.47452 -4.14352 -1.49982  -0.2042
O -6.66420 -3.88960 -2.10377  -0.5168
H -6.26327 -5.31014 0.08671  0.2754
H -6.37027 -3.63393 0.45120  0.2893
H -4.76529 -4.49070 0.54964  0.3196
H -5.09336 -5.00472 -2.04859  0.2450
H -4.73550 -3.36482 -1.68839  0.2793
H -6.56535 -3.55860 -2.99946  0.2969
C -1.87369 -0.49425 1.45442  -0.7541
C -1.22378 0.36899 2.51725  -0.4214
O -0.00511 -0.26182 2.76701  -0.4880
H -2.00547 -1.49531 1.86504  0.2319
H -1.23399 -0.43342 0.57396  0.2460
H -2.86205 -0.06230 1.29734  0.3078
H -1.73553 0.32246 3.47853  0.2671
H -1.14260 1.41996 2.23982  0.3097
H 0.51154 0.29718 2.18202  0.2990

Cartesian forces (eV/Å) of the 3 atoms listed first:
0.229 0.170 -0.933
0.856 1.954 1.731
-0.101 -0.942 1.495

Computed properties:
HOMO energy: -9.2 eV
multiplicity: 1
energy relative to the best compared isomer or geometry (same formula, charge and spin): 0.4602 eV

---

No. 4
The molecule C25H41NO4 at a distorted geometry, computed with ωB97M-V/def2-TZVPD.

Last column: Mulliken charge in e.
Atoms and positions in Å:
C -1.09870 10.40009 2.01935  -0.6895
O -1.25216 9.40528 1.03583  -0.3783
C -2.58726 9.28895 0.59194  -0.6593
C -3.54787 8.71431 1.63749  -0.8089
C -2.93954 7.57338 2.45307  -0.4478
C -3.11053 6.21596 1.76941  -0.6910
C -2.47568 5.09285 2.56771  -0.7375
C -2.76614 3.70649 1.98291  -0.7779
C -2.77321 2.56861 3.03147  -0.8232
C -1.66431 1.50864 2.82796  -0.6032
C -2.22644 0.18042 2.33837  -0.7207
C -1.20793 -0.96926 2.37056  -0.4734
C -0.31599 -0.92013 1.12922  -0.9896
C 0.75063 -1.97478 1.11311  0.2234
C 1.85913 -1.91013 1.87060  -0.1759
C 2.88761 -2.96516 1.83626  -0.3596
O 3.76437 -3.04998 2.68591  -0.5801
C 2.82002 -3.92590 0.71418  -0.3077
C 1.73480 -4.03704 -0.06668  0.3070
C 1.58948 -4.95702 -1.23707  -0.7751
C 2.39646 -6.26893 -1.16569  -1.0296
C 3.45912 -6.42172 -2.27217  -0.6970
C 3.14070 -7.49724 -3.31550  -0.9167
N 2.68437 -6.93882 -4.60172  0.0471
C 2.05653 -7.99397 -5.44234  -1.0296
C 3.74590 -6.31592 -5.28847  0.5093
C 3.47006 -5.76477 -6.67160  -1.1175
O 4.84828 -6.12600 -4.76642  -0.5783
C 0.55575 -3.15335 0.21933  0.3524
O -0.54155 -3.39344 -0.26041  -0.6137
H -0.04399 10.64043 2.09715  0.2398
H -1.63578 11.31060 1.75105  0.3131
H -1.43781 10.03841 2.99130  0.2648
H -2.57340 8.69081 -0.31311  0.3757
H -2.93817 10.28415 0.29806  0.4181
H -3.88465 9.51332 2.29011  0.3370
H -4.39877 8.31422 1.09012  0.4052
H -1.88519 7.74010 2.65068  0.4029
H -3.45899 7.51983 3.40901  0.3641
H -4.18081 6.03795 1.66642  0.3907
H -2.67725 6.25047 0.76992  0.2359
H -2.80584 5.12873 3.60310  0.3906
H -1.39603 5.23880 2.55664  0.1741
H -2.02631 3.45902 1.22681  0.4126
H -3.73151 3.71849 1.48158  0.4087
H -2.71780 2.97074 4.03842  0.4708
H -3.72784 2.05489 2.95955  0.3870
H -0.91609 1.89285 2.13986  0.3491
H -1.15336 1.35065 3.77743  0.3244
H -3.09361 -0.08311 2.93967  0.4418
H -2.59452 0.31401 1.32030  0.3212
H -1.71900 -1.92295 2.44322  0.3157
H -0.58576 -0.80264 3.24653  0.3165
H -0.92029 -1.02149 0.23399  0.5163
H 0.18396 0.04536 1.11475  0.3195
H 2.01994 -1.07140 2.53283  0.4668
H 3.68859 -4.54742 0.56070  0.5055
H 1.92489 -4.39907 -2.11155  0.3468
H 0.54147 -5.15931 -1.41977  0.4534
H 2.89026 -6.37254 -0.20590  0.6065
H 1.69674 -7.09859 -1.21533  0.3934
H 4.40839 -6.67047 -1.80639  0.4611
H 3.62233 -5.48399 -2.79077  0.4159
H 3.98175 -8.17455 -3.46656  0.2525
H 2.32071 -8.09866 -2.93550  0.6770
H 1.72291 -8.82555 -4.83502  0.3801
H 2.73126 -8.40057 -6.19098  0.3728
H 1.18780 -7.60350 -5.96513  0.3295
H 2.79891 -6.37110 -7.26627  0.3811
H 4.42777 -5.72989 -7.17767  0.3412
H 3.09920 -4.74850 -6.59585  0.2627

Cartesian forces (eV/Å) of the 3 atoms listed first:
0.119 -0.200 0.056
0.126 0.040 -0.236
-0.129 0.264 0.083

Computed properties:
HOMO energy: -9.6 eV
multiplicity: 1

---

no.,gap between HOMO and LUMO (eV),energy (a.u.)
1,6.03,-6202.37867
2,8.28,-775.03751
3,9.92,-598.98389
4,8.49,-1332.85354